1.
This record from the Open Molecules 2025 dataset describes a structure of composition C5H8O2. The level of theory is ωB97M-V/def2-TZVPD.

Summary:
Energy ... -9406.0297 eV
Total charge ... 0

Each line ends with the Löwdin charge.
CARTESIAN COORDINATES (ANGSTROEM)
C 0.236949 1.461709 -0.112646  -0.18
C -0.638777 0.324473 -0.049215  -0.49
H 0.217529 -0.542826 -2.055701  0.13
O -2.085673 0.432895 -0.057347  -0.04
C 1.156753 -0.559234 -0.061074  -0.32
C 0.167134 -0.537969 1.141948  0.00
H -0.647469 -1.715576 -0.985604  0.14
H 0.031368 1.968414 1.044980  0.18
O 1.517242 0.818438 -0.181405  -0.10
H -0.298033 -1.480398 1.258506  0.08
H 0.562218 0.025760 2.107487  0.15
H 2.003442 -1.275405 -0.229855  0.16
H 0.190599 2.430958 -0.878474  0.18
H -2.386481 -0.591764 0.035861  0.17
C -0.026799 -0.759480 -0.977460  -0.08

Force components x, y, z for each atom (eV/Å):
0.6460 5.8293 2.2517
-2.9052 -3.8777 0.2485
-0.5194 0.2058 0.9340
0.8605 -3.1271 0.6342
0.5112 -2.1501 0.7074
1.2739 2.6962 -0.1571
1.2075 1.0219 0.5395
0.9818 -0.7323 -3.1441
-0.2356 0.1445 -0.4766
-0.4823 -0.8622 0.6176
-1.1345 -1.2823 -1.9503
-0.4230 1.1071 0.7144
-0.2010 -3.0586 1.6155
0.9290 3.8394 -0.3367
-0.5089 0.2460 -2.1980

2.
This record from the Open Molecules 2025 dataset describes an isolated molecule of C5H8O2. The level of theory is ωB97M-V/def2-TZVPD.

Summary:
Energy ... -9407.5079 eV
Structure (SMILES) ... C[C@@H]1[C@H](O)[C@@H]2O[C@H]12
Total charge ... 0

Each line ends with the Löwdin charge.
CARTESIAN COORDINATES (ANGSTROEM)
O -0.615972 0.561565 -1.550300  -0.01
H -2.438921 1.102682 -0.533647  0.15
C 1.660288 -0.549729 0.130432  -0.05
H 2.516437 -0.415683 0.797360  0.07
H -1.435436 -0.411094 1.531926  0.15
C -0.122825 1.306709 -0.433654  -0.19
H 1.377321 -1.607820 0.160441  0.08
H 0.633401 0.772767 1.528087  0.14
H -0.746526 -1.645318 -0.880049  0.10
C -1.446896 0.685453 -0.393170  -0.17
C 0.464460 0.298878 0.555440  -0.22
H 1.983269 -0.320185 -0.890470  0.08
H 0.144087 2.342724 -0.622377  0.15
C -0.953446 -0.410019 0.551047  -0.28
O -1.019238 -1.710928 0.048936  -0.01

Force components x, y, z for each atom (eV/Å):
0.0540 -0.0482 -0.1199
0.1451 -0.0782 0.0116
0.0357 -0.0118 -0.0200
-0.1148 0.0197 -0.1068
0.0974 0.0423 -0.1271
0.2198 0.2337 0.1043
0.1303 0.1362 -0.0090
-0.0837 -0.0693 -0.1204
-0.0609 -0.1108 0.1406
-0.3198 -0.0129 0.0584
0.0802 -0.0330 0.0186
-0.0888 -0.0328 0.1360
-0.0072 -0.1939 0.0561
-0.0852 0.1520 0.2138
-0.0021 0.0069 -0.2362

3.
This record from the Open Molecules 2025 dataset describes an isolated molecule of C5H8O2. The level of theory is ωB97M-V/def2-TZVPD.

Summary:
Energy ... -9408.3754 eV
Structure (SMILES) ... O=CCC1(O)CC1
Total charge ... 0

Each line ends with the Löwdin charge.
CARTESIAN COORDINATES (ANGSTROEM)
C 1.931758 0.493170 0.499778  -0.24
H -0.872268 1.659669 0.456353  0.11
O 2.071727 1.216221 -0.459338  0.06
H -1.457758 1.289026 -1.233887  0.11
C -1.703640 -0.418144 0.165397  -0.06
H -1.853356 -0.580379 1.230220  0.10
H 2.625845 0.556508 1.364253  0.12
C -1.116119 0.898284 -0.280223  -0.07
C -0.298305 -0.356133 -0.338149  -0.55
H 1.317003 -1.522878 0.441233  0.14
H 0.510251 -0.313799 -2.071243  0.11
H 0.514197 -0.571501 1.679847  0.13
C 0.847747 -0.546603 0.633616  -0.08
H -2.434053 -0.886764 -0.486433  0.11
O -0.083034 -0.916671 -1.601427  0.02

Force components x, y, z for each atom (eV/Å):
0.0592 0.1538 -0.2703
-0.0414 -0.1823 -0.0639
-0.0869 -0.3545 0.3866
0.0696 -0.0674 0.1399
-0.1136 -0.1761 0.0712
0.0023 0.0063 -0.2036
0.0352 0.0435 -0.1282
0.0022 0.2015 -0.0242
-0.0652 0.1093 0.2762
-0.0670 0.0963 0.0765
-0.0472 -0.1127 0.0233
0.0121 0.0641 -0.1794
-0.0428 0.0329 -0.0375
0.1164 0.0714 0.0990
0.1671 0.1140 -0.1655

4.
This record from the Open Molecules 2025 dataset describes an isolated molecule of C5H8O2. The level of theory is ωB97M-V/def2-TZVPD.

Summary:
Energy ... -9407.9121 eV
Structure (SMILES) ... O=CCC1(O)CC1
Total charge ... 0

Each line ends with the Löwdin charge.
CARTESIAN COORDINATES (ANGSTROEM)
H 0.910524 -0.752315 -1.269698  0.11
H -1.337118 -2.240858 -0.794483  0.12
O -1.821053 -0.460919 -1.592387  0.06
H 1.023265 1.040058 -1.509270  0.12
H 1.900474 -0.701642 0.992864  0.10
C 1.544140 0.247707 0.598840  -0.05
C 0.958407 0.224691 -0.794953  -0.08
H -0.703964 -1.342564 1.363636  0.12
H 0.076272 2.362360 0.002568  0.10
O -0.408970 1.767314 0.586914  0.02
C 0.073369 0.466562 0.382919  -0.53
C -1.015504 -0.557408 0.666804  -0.06
H -1.864447 -0.021890 1.105719  0.13
H 2.116331 1.111722 0.927801  0.11
C -1.451727 -1.142818 -0.667275  -0.26

Force components x, y, z for each atom (eV/Å):
0.0056 0.2336 0.0212
-0.1633 0.0677 0.0458
-0.0449 -0.4085 0.4365
0.4150 -0.0006 0.1627
-0.0949 0.1618 -0.0632
0.1182 -0.0007 0.1871
-0.0376 -0.0091 -0.1980
0.0138 0.1062 -0.1521
-0.1467 0.0108 0.0909
0.0716 0.1746 -0.1300
0.0341 -0.2888 -0.0830
-0.0065 -0.0032 0.0090
0.1123 -0.1132 -0.0319
-0.1368 -0.1182 -0.0600
-0.1398 0.1877 -0.2348

5.
This record from the Open Molecules 2025 dataset describes an isolated molecule of C5H8O2. The level of theory is ωB97M-V/def2-TZVPD.

Summary:
Energy ... -9407.2703 eV
Structure (SMILES) ... C=CCOC(C)=O
Total charge ... 0

Each line ends with the Löwdin charge.
CARTESIAN COORDINATES (ANGSTROEM)
O 0.954449 -0.589058 -0.965151  -0.09
H -0.025186 1.959799 2.313397  0.05
C -0.840018 -1.894718 0.037315  0.01
H -1.152166 -2.791472 -0.498809  0.10
C 0.997477 0.781642 -0.869696  -0.23
H 2.009422 1.154942 -0.680238  0.12
C -0.575447 -0.805378 -0.959801  -0.44
O -1.243185 -0.541959 -1.929339  0.14
H 0.019797 -2.116964 0.666328  0.09
H 0.506106 1.319540 -1.693286  0.11
H -1.036408 1.423272 0.181943  0.10
H -1.659867 -1.553270 0.675690  0.09
H 1.549088 1.170875 1.795585  0.06
C -0.012861 1.102539 0.358999  -0.15
C 0.508798 1.380211 1.567065  0.02

Force components x, y, z for each atom (eV/Å):
-2.6749 -0.8741 -0.9610
-0.2670 -0.5523 0.1731
-0.6566 0.5793 0.7705
-0.0608 0.1548 -0.0757
-2.1505 1.6106 2.2540
-0.2720 -0.1783 0.0064
2.2534 -3.0444 -2.9599
1.0612 0.6063 2.2054
-0.0314 0.2071 -0.2043
0.5579 -0.2419 -0.3192
0.0564 -0.1716 -0.3404
-0.0415 -0.2908 0.0084
0.0158 0.0514 -0.1188
2.4692 2.0369 0.3214
-0.2594 0.1070 -0.7598

6.
This record from the Open Molecules 2025 dataset describes an isolated molecule of C5H8O2. The level of theory is ωB97M-V/def2-TZVPD.

Summary:
Energy ... -9407.4755 eV
Structure (SMILES) ... O[C@H]1C[C@]2(CO2)C1
Total charge ... 0

Each line ends with the Löwdin charge.
CARTESIAN COORDINATES (ANGSTROEM)
C 0.543461 1.203691 -0.179327  -0.35
H -0.012157 0.152973 -2.101038  0.12
C -0.217059 0.374038 0.882419  -0.02
H 1.495459 -0.430089 -1.362375  0.12
H -1.415647 -2.266313 -1.315283  0.11
O 0.000300 -2.122975 0.262310  -0.01
C -0.291295 -0.790623 -0.103268  -0.43
H 2.400415 0.851833 0.328891  0.10
H 0.064735 2.111970 -0.554409  0.14
C 0.507186 -0.010077 -1.151480  -0.02
C -1.273096 -1.854858 -0.313396  -0.08
H -1.135690 0.740491 1.348953  0.12
H -2.124625 -1.980394 0.355471  0.11
O 1.805296 1.622679 0.284075  -0.04
H 0.543860 0.209772 1.648963  0.12

Force components x, y, z for each atom (eV/Å):
-0.3169 0.1228 -0.1430
0.0860 0.0227 0.1611
0.0750 -0.0560 0.1454
-0.0680 0.0061 0.0415
0.0366 0.1570 0.1570
0.2721 -0.1088 0.0568
-0.0201 0.1975 -0.0802
-0.3825 0.4509 0.0192
-0.1077 -0.2425 0.0749
0.0839 -0.0323 -0.0496
-0.2913 -0.0008 -0.0928
0.1234 0.0187 -0.2167
0.1557 0.1147 -0.0339
0.6948 -0.2945 -0.2746
-0.3410 -0.3555 0.2349

7.
This record from the Open Molecules 2025 dataset describes an isolated molecule of C5H8O2. The level of theory is ωB97M-V/def2-TZVPD.

Summary:
Energy ... -9408.0731 eV
Structure (SMILES) ... C/C=C(/O)CC=O
Total charge ... 0

Each line ends with the Löwdin charge.
CARTESIAN COORDINATES (ANGSTROEM)
H -0.708194 2.661407 0.482305  0.08
O 0.722122 -2.688059 -0.239132  0.05
H 0.800338 2.016169 -1.105160  0.12
H -1.709864 -0.948234 -0.504356  0.14
C 0.338425 1.350472 -0.375797  -0.13
C -0.265948 -2.233223 0.292076  -0.22
C -0.778910 -0.837577 0.079213  -0.08
C 0.156068 0.079659 -0.671021  -0.37
H 1.067630 -1.317330 -1.473739  0.07
H -1.101446 -0.425356 1.042625  0.11
O 0.780164 -0.436282 -1.765660  0.03
H 1.025458 2.336103 1.305864  0.09
C 0.041947 1.998229 0.918734  -0.10
H -0.875888 -2.868963 0.963879  0.13
H -0.387274 1.359749 1.699249  0.06

Force components x, y, z for each atom (eV/Å):
0.1444 1.3554 1.6416
-0.2142 0.0477 0.2242
0.3304 -0.4322 0.0965
0.1416 -0.0388 0.0498
0.7300 -0.6493 0.0341
0.0904 -0.1396 -0.0515
0.1586 -0.0805 -0.0295
0.0985 0.0490 0.1450
0.0345 -0.1233 -0.3588
0.1425 -0.0778 -0.2011
-0.3543 -0.5235 -0.5429
-0.9913 0.7752 -0.1594
-0.3118 -0.2640 -0.4333
0.0688 0.0052 -0.0386
-0.0683 0.0966 -0.3761

8.
This record from the Open Molecules 2025 dataset describes a cluster of 2 separate species, C5H8O2 in total. The level of theory is ωB97M-V/def2-TZVPD.

Summary:
Energy ... -9404.9054 eV
Total charge ... 0

Each line ends with the Löwdin charge.
CARTESIAN COORDINATES (ANGSTROEM)
H -0.202579 2.599445 -0.984796  0.10
H -0.500457 -3.097632 -0.808011  0.05
C -1.439536 -1.204924 -0.870737  -0.08
C 0.803972 1.374890 0.141289  -0.24
H -2.369951 -1.536330 -0.414343  0.05
H 0.501215 -1.723446 -1.530557  0.05
H 1.573755 2.081445 0.486339  0.13
O 1.113071 0.699111 2.553863  0.01
C -0.435505 -2.047072 -1.081199  -0.07
H 1.223619 0.806969 -0.703822  0.12
C 0.488009 0.426205 1.262918  -0.29
H -0.543710 0.096842 1.340055  0.12
O -0.393585 2.032177 -0.228139  -0.07
C 1.552462 -0.360904 1.954724  0.08
H -1.370779 -0.146775 -1.117583  0.04

Force components x, y, z for each atom (eV/Å):
-0.0975 -0.0547 0.1249
-0.0174 0.1594 -0.0512
0.0581 -0.0542 -0.0116
0.3189 -0.2272 0.1473
0.1334 0.0230 -0.0828
-0.1489 -0.0282 0.0698
-0.1319 -0.0890 -0.0671
0.2047 -0.2681 0.0019
-0.0569 0.0452 0.0060
-0.0955 0.0759 0.0811
-0.1454 -0.0231 -0.1853
0.1553 0.0269 0.0203
0.0238 0.2169 -0.1817
-0.1844 0.4063 0.1323
-0.0162 -0.2088 -0.0039

9.
This record from the Open Molecules 2025 dataset describes a structure of composition C5H8O2. The level of theory is ωB97M-V/def2-TZVPD.

Summary:
Energy ... -9409.6408 eV
Total charge ... 0

Each line ends with the Löwdin charge.
CARTESIAN COORDINATES (ANGSTROEM)
C -0.104147 -0.846560 -1.028650  0.01
C -1.173556 1.094571 0.247826  -0.01
H 1.557526 0.844574 1.460697  0.09
C -0.223166 -1.871510 0.088860  -0.47
H 2.162213 0.005923 0.034543  0.09
C 1.407363 0.720088 0.383837  -0.01
H -1.015808 -0.759443 -1.626275  0.13
H -2.085502 0.486743 0.238631  0.09
H 1.589628 1.679578 -0.108654  0.09
O -0.340247 -3.054248 0.194402  0.14
O -0.161713 -0.955410 1.089959  0.06
H -1.224705 1.785449 -0.601142  0.09
H 0.761588 -0.959504 -1.684592  0.13
C 0.015558 0.156381 0.134669  -0.51
H -1.165032 1.673369 1.175890  0.09

Force components x, y, z for each atom (eV/Å):
0.0061 -0.0361 -0.0981
0.0159 0.0168 0.0317
-0.0968 0.0965 -0.1451
-0.0819 -0.6151 -0.0323
-0.1215 0.1224 0.0724
-0.0059 0.0450 -0.0173
0.1401 -0.0258 0.0999
0.1122 0.1439 0.0071
-0.1615 -0.1233 -0.0195
0.0532 0.5224 -0.0973
-0.0474 -0.2050 0.0401
0.1482 -0.0867 0.1382
-0.1007 -0.0146 0.1506
0.0357 0.2423 -0.0315
0.1043 -0.0826 -0.0988

10.
This record from the Open Molecules 2025 dataset describes an isolated molecule of C5H8O2. The level of theory is ωB97M-V/def2-TZVPD.

Summary:
Energy ... -9407.4289 eV
Structure (SMILES) ... C=CC(O)(O)C=C
Total charge ... 0

Each line ends with the Löwdin charge.
CARTESIAN COORDINATES (ANGSTROEM)
O 0.882983 -1.667966 0.242448  -0.01
H -1.476238 -0.738811 -1.259123  0.06
H -2.003447 0.950249 1.976604  0.06
H 1.560370 -1.836556 -0.465933  0.13
C -1.123913 0.967230 1.344786  0.04
H 1.003092 0.865972 -1.668812  0.07
H -0.851361 1.926181 0.991996  0.06
C -0.823673 -0.099125 -1.788645  0.05
C 0.707550 -0.245139 0.211026  -0.62
H -1.097886 0.289941 -2.723857  0.05
H 2.401366 0.150409 1.291451  0.11
C -0.473768 -0.144208 1.136351  -0.11
C 0.324137 0.253750 -1.225466  -0.05
O 1.820554 0.417546 0.590585  0.06
H -0.849767 -1.089472 1.346590  0.09

Force components x, y, z for each atom (eV/Å):
1.8155 -0.0059 -1.7562
-0.8067 -0.5551 0.3022
-0.1368 0.0227 -0.0574
-0.8869 -0.1699 0.9576
-1.1035 0.0048 1.4149
1.8973 1.7671 -1.2737
0.5520 0.7401 -0.4347
1.4250 0.3808 0.8065
-1.7065 -1.5343 -0.4397
-0.3769 0.2365 -1.1804
-0.4703 -0.9353 0.7340
0.6200 1.2932 -1.2265
-1.5700 -2.0804 2.1968
1.4548 2.2297 -1.1183
-0.7070 -1.3940 1.0748

11.
This record from the Open Molecules 2025 dataset describes an isolated molecule of C5H8O2. The level of theory is ωB97M-V/def2-TZVPD.

Summary:
Energy ... -9408.0687 eV
Structure (SMILES) ... C=C(C=O)OCC
Total charge ... 0

Each line ends with the Löwdin charge.
CARTESIAN COORDINATES (ANGSTROEM)
H -3.147644 -0.394801 0.075439  0.08
C 2.505181 0.419190 0.619068  -0.18
H -2.132806 0.963185 -0.440212  0.08
O 0.119233 0.012911 0.850247  -0.06
H 0.059538 0.185579 -1.782480  0.07
H 1.915712 0.058447 -1.956167  0.08
H -1.134340 -1.570310 1.022296  0.12
C -1.016760 -0.724057 0.342033  -0.24
H 2.506928 0.921015 1.609927  0.13
O 3.542721 0.175453 0.046658  0.06
H -0.826470 -1.149242 -0.652016  0.10
C -2.239342 0.172265 0.310605  -0.07
H -2.357894 0.641123 1.289288  0.08
C 1.164088 0.156724 -0.004310  -0.33
C 1.041860 0.132514 -1.330373  0.09

Force components x, y, z for each atom (eV/Å):
0.2112 0.0234 0.0694
0.2285 -0.0964 -0.2141
0.0408 -0.1136 0.1309
0.0783 -0.0981 -0.0739
0.1915 -0.2437 -0.1586
0.0798 0.3577 -0.0061
-0.1801 0.1358 0.0997
-0.1469 -0.0703 0.0862
-0.1551 -0.2408 -0.0923
-0.4652 0.1212 0.3368
0.1673 0.1754 0.3783
0.0092 0.0628 0.0525
-0.1167 0.0049 -0.0918
0.0132 -0.1077 -0.4765
0.0444 0.0891 -0.0404

12.
This record from the Open Molecules 2025 dataset describes an isolated molecule of C5H8O2. The level of theory is ωB97M-V/def2-TZVPD.

Summary:
Energy ... -9407.3442 eV
Structure (SMILES) ... C#C[C@](C)(O)CO
Total charge ... 0

Each line ends with the Löwdin charge.
CARTESIAN COORDINATES (ANGSTROEM)
H -0.311580 -3.300495 -1.261109  0.03
C -0.402018 0.381459 1.308122  -0.22
H -0.868699 0.855467 -1.882907  0.08
C -0.172011 -2.295507 -0.926064  0.15
H 0.569012 1.814617 -1.470133  0.09
C -0.292482 1.283406 -1.058377  0.00
C -0.009273 -1.156686 -0.565293  -0.07
O 0.064524 -0.542047 2.250912  -0.03
H -0.919724 2.021666 -0.546724  0.08
C 0.246759 0.218813 -0.076567  -0.56
O 1.641375 0.387787 0.135797  0.00
H 2.100794 0.039428 -0.636100  0.10
H -1.497230 0.338065 1.190882  0.13
H -0.134912 1.376419 1.677388  0.14
H -0.014536 -1.422392 1.860172  0.08

Force components x, y, z for each atom (eV/Å):
0.0055 0.1864 0.0615
-0.1172 0.2691 -0.1519
0.0726 0.0074 0.1828
0.0581 0.4773 0.1406
-0.1468 -0.0455 -0.0168
-0.0149 0.0747 -0.0503
-0.0407 -0.5012 -0.1640
-0.0793 -0.2049 0.0027
0.0903 -0.1405 -0.0168
-0.2053 -0.0428 0.0261
0.1323 -0.0216 -0.0836
0.0636 0.0344 0.0448
0.1773 -0.0096 -0.0277
-0.0159 -0.0980 -0.0517
0.0203 0.0151 0.1043

We obtain energy relative to the best compared isomer or geometry (same formula, charge and spin) values of 87.7 53.6 33.6 44.3 59.1 54.3 40.6 113.6 4.4 55.4 40.7 57.4 kcal/mol for the records listed above, in that order.
We obtain HOMO level values of -9.3776 -9.9279 -9.8430 -9.4077 -9.7372 -10.1503 -8.3611 -9.6111 -10.4046 -9.5208 -9.1843 -10.2571 eV for the records listed above, in that order.
We obtain HOMO-LUMO gap values of 10.07 10.96 10.76 10.34 9.99 11.06 9.16 10.25 11.14 10.35 9.63 11.09 eV for the records listed above, in that order.